Below is C37H17F4I2N8O3ReS as an isolated structure at a distorted geometry, with properties calculated with wB97M-V/def2-TZVPD.

Geometry as XYZ:
```
73
Properties=species:S:1:pos:R:3
Re 1.3344 -0.3772 -0.8922
O -0.8349 -0.2355 -0.6419
N -1.5281 -0.8818 -1.4738
N -0.8510 -1.3459 -2.4296
O 0.4742 -1.1017 -2.5017
C -1.4608 -2.0987 -3.5181
C -2.7454 -2.5974 -3.3588
C -3.3118 -3.2990 -4.4085
C -2.6030 -3.4992 -5.5862
C -1.3178 -2.9959 -5.7179
C -0.7314 -2.2891 -4.6764
H -3.2797 -2.4455 -2.4294
H -4.3134 -3.6966 -4.3025
H -3.0544 -4.0525 -6.4009
H -0.7634 -3.1503 -6.6342
H 0.2735 -1.8987 -4.7604
C -0.4760 1.9525 -2.7875
C 0.9731 2.2745 -2.6479
C 1.4352 3.4947 -3.1763
C 2.7577 3.8160 -3.1308
C 3.6800 2.8830 -2.6248
C 5.0748 3.1176 -2.6353
C 5.9421 2.1473 -2.2264
C 5.4385 0.8974 -1.8230
C 4.0850 0.6643 -1.7787
S 3.4701 -0.9165 -1.3635
C 3.1749 1.6699 -2.1408
N 1.8146 1.4006 -2.0757
H -1.0326 2.8362 -3.0940
H -0.8873 1.5789 -1.8617
H -0.6034 1.1934 -3.5659
H 0.7139 4.1713 -3.6127
H 3.1137 4.7665 -3.5161
H 5.4401 4.0753 -2.9906
H 7.0105 2.3197 -2.2398
H 6.1196 0.1009 -1.5398
I 3.3028 -0.8842 3.0533
C 1.6330 0.3510 3.0413
C 0.8731 0.5140 4.2194
C -0.2849 1.2208 4.1976
I 1.1974 3.5747 5.5394
C -0.6772 1.9143 3.0162
C -1.7956 2.7708 2.9646
C -2.0931 3.4033 1.7995
C -1.2737 3.1749 0.6787
N -0.2443 2.3591 0.6713
C 0.0704 1.7270 1.8332
C 1.2125 0.8540 1.8494
O 1.9064 0.4912 0.7246
H 1.1569 0.0078 5.1357
H -2.3802 2.9536 3.8595
H -2.9353 4.0803 1.7300
H -1.4794 3.7054 -0.2465
F -2.1060 -2.6359 0.7328
C -1.9569 -2.5096 2.0608
C -2.8578 -1.7322 2.7536
F -3.7935 -1.0752 2.0730
C -2.7214 -1.5206 4.1186
C -1.7373 -2.2471 4.7659
C -0.8270 -3.0171 4.0695
F 0.1834 -3.5684 4.7353
C -0.8660 -3.0988 2.6899
C 0.3081 -3.5844 1.9174
C 0.6999 -2.8026 0.9186
N 0.9860 -1.9711 0.1148
C 1.1090 -4.7099 2.3064
N 1.7462 -5.6224 2.6038
F -1.5558 -2.0986 6.0751
C -3.3101 -0.2939 4.7653
C -4.6969 0.0538 4.7349
N -5.8204 0.3107 4.7017
C -2.3088 0.5131 5.1064
N -1.1950 0.9137 5.2525
```

Calculated values
relative energy (zero: lowest compared OMol25 entry of this formula, charge and spin) = 0.0000 eV
multiplicity = 2
gap between HOMO and LUMO (alpha / beta) = 5.4 / 5.3 eV
F_max = 2.0 eV Å⁻¹
total charge = +1